# 1
Below is a cluster of 2 separate species, C9H8NOS2 in total in a non-equilibrium geometry, with properties calculated with ωB97M-V/def2-TZVPD.

XYZ file:
```
21
Properties=species:S:1:pos:R:3:forces:R:3:lowdin_charge:R:1
C 2.9717 0.6970 1.7848 1.0651 0.7646 1.5211 -0.26
C -2.9204 -1.6461 -0.4133 1.1387 3.0173 -0.6590 -0.24
C 1.9560 1.3169 1.0616 1.2098 -0.0754 -1.7871 -0.18
C -1.6943 -1.1595 0.1156 0.8726 -1.2228 -0.6838 -0.20
C 2.5524 -0.4424 2.3558 -1.7379 -0.3809 -1.9855 -0.43
C -3.5695 -0.7069 -1.1795 -2.1152 -0.8383 0.6225 -0.51
C 0.9388 0.4515 0.6421 0.5948 1.4870 1.5472 -0.60
C -1.2971 0.1028 -0.3755 -0.3804 -0.5589 1.0675 -0.59
C -0.0964 0.8114 -0.1859 -0.6931 1.7325 -1.8184 -0.26
N 0.8948 1.0127 -2.6676 1.0556 -1.6482 0.0361 -0.03
O 1.7413 0.1006 -2.7186 -2.4067 1.8011 -0.2412 -0.14
S 1.0285 -0.9133 1.6203 0.5188 -1.5329 1.2367 1.01
S -2.6815 0.7467 -1.1694 -0.0728 1.3940 -0.8404 0.94
H 3.9909 1.0868 2.0040 -1.0467 0.1353 -0.0967 0.10
H -3.2068 -2.6283 -0.4027 -0.8865 -2.3032 0.5961 0.06
H 2.1583 2.2843 0.6712 -0.3456 0.6838 -0.7006 0.08
H -0.9865 -1.8814 0.5336 -0.2499 0.4823 0.0027 0.03
H 2.9074 -0.9892 3.1351 1.2748 -1.5956 1.7567 0.00
H -4.6892 -0.7336 -1.3704 1.7658 0.1699 -0.2079 0.07
H 0.1403 1.8158 -0.6477 -1.0553 -1.1411 0.4330 0.10
H -0.1387 0.6742 -2.7934 1.4943 -0.3706 0.2012 0.05
```
Forces are in eV/Å.

Total charge: -1
Orbital gap: 5.27 eV
HOMO energy: -2.044 eV

***

# 2
Below is an isolated molecule of C9H8O2S in a non-equilibrium geometry, with properties calculated with ωB97M-V/def2-TZVPD.

XYZ file:
```
20
Properties=species:S:1:pos:R:3:forces:R:3:lowdin_charge:R:1
O 1.5658 2.7268 -0.7124 -2.1434 -0.5108 0.6766 0.09
C 0.8728 1.9313 -0.0883 1.0326 2.0313 -0.0184 -0.43
C -0.5058 2.1952 0.6000 0.4937 1.1100 -2.2740 0.03
C -0.9912 1.3479 1.4731 -0.5824 -0.7360 1.0028 -0.10
C -0.2935 0.1060 1.9208 2.9738 0.7584 -0.5403 -0.10
C 0.7481 -0.2907 0.8083 0.1193 -0.9297 -0.5170 -0.22
C 0.1282 -1.0309 -0.4068 0.0725 -0.8677 0.1559 -0.25
C 0.7885 -1.0021 -1.6910 1.2701 3.3116 -0.0990 -0.17
C 0.2041 -1.6941 -2.6742 -1.5676 -1.4982 -0.9621 -0.39
S -1.1680 -2.5534 -2.0117 0.0969 0.1905 -0.3217 0.97
C -0.9797 -1.8478 -0.4680 1.0392 0.3539 0.2251 -0.39
O 1.5015 0.7747 0.1720 -1.1020 -0.1305 1.5136 -0.01
H -1.1942 3.0666 0.3131 1.8046 -1.1452 0.1901 0.14
H -1.9262 1.6269 1.9293 -0.3058 -0.1829 0.2070 0.11
H -0.8783 -0.7896 2.0652 -0.5001 0.0912 0.3417 0.10
H 0.3475 0.3361 2.8435 -1.2052 -0.4119 -0.9423 0.15
H 1.5837 -0.8630 1.3004 -1.0362 0.1242 -0.6481 0.17
H 1.4980 -0.1394 -1.9303 -0.5725 -1.7818 0.4348 0.15
H 0.3228 -1.7705 -3.7877 0.2966 0.2935 1.5176 0.09
H -1.6238 -2.1297 0.3446 -0.1841 -0.0702 0.0577 0.06
```
Forces are in eV/Å.

SMILES string: O=C1C=CC[C@@H](c2ccsc2)O1
Total charge: 0
Orbital gap: 9.76 eV
HOMO energy: -9.176 eV

***

# 3
Below is the ion C9H9BF5NO6PS with charge -1 in a non-equilibrium geometry, with properties calculated with ωB97M-V/def2-TZVPD.

XYZ file:
```
33
Properties=species:S:1:pos:R:3:forces:R:3:lowdin_charge:R:1
N -3.5034 1.6400 -0.4736 0.8636 -0.5519 -0.8320 -0.20
P -2.1473 1.2881 -1.2186 -3.2915 1.9242 1.1354 0.63
O -2.5276 1.1932 -2.8628 1.9350 0.7453 1.1866 -0.20
O -1.1129 2.6009 -0.9658 0.0147 -1.0584 -1.5726 -0.21
B -1.5279 -0.3813 -0.4621 -0.0089 -1.4771 -0.7369 -0.67
O -0.5612 -1.1339 -1.2910 1.9370 1.3079 0.4265 0.01
C 0.4209 -0.3431 -1.8287 -0.3714 0.1089 -0.8570 -0.45
O 0.2814 0.0395 -2.9754 0.3567 -0.0423 0.5793 0.10
C 1.7383 0.0600 -1.1232 2.2871 -0.5856 1.1875 -0.09
C 2.9179 -0.7676 -1.4114 0.4774 1.3860 1.1363 -0.02
C 4.2172 -0.4468 -0.8336 -1.7944 1.1359 0.2048 -0.09
C 4.3684 0.7110 0.0364 -1.4109 0.0867 -0.1124 -0.10
C 3.2207 1.5326 0.3715 -0.7788 -2.0173 -2.0497 -0.06
C 1.9230 1.1806 -0.2306 1.0320 -0.1748 0.0867 -0.02
S -0.9140 -0.2032 1.3596 2.0089 1.9047 0.8986 0.78
O -0.9930 1.1937 1.8121 -0.3738 -1.3784 -0.2164 -0.34
O 0.3980 -0.8397 1.5652 -1.4042 -0.0678 -0.0494 -0.33
C -2.0950 -1.1452 2.4972 -0.7448 0.3609 0.3760 -0.42
F -1.9925 -0.6322 3.7792 -0.0186 -0.6904 -1.5781 0.08
F -3.3811 -0.9279 2.0725 1.2710 -0.3687 0.4428 0.08
C -1.8087 -2.7003 2.5567 -1.2075 -0.7629 0.8979 -0.47
F -3.0140 -3.3647 2.7513 1.3211 0.7240 -0.2294 0.10
F -1.2791 -3.2224 1.4292 -0.2175 0.7224 1.4073 0.15
F -1.0641 -2.9744 3.6710 -0.3292 0.0742 -1.7467 0.13
H -4.2635 1.6908 -1.1567 0.1868 0.1490 0.3647 -0.04
H -1.7979 1.6668 -3.3124 -0.4968 -0.6959 -0.2659 0.05
H -0.6243 2.8448 -1.7758 -0.0579 -0.1372 0.5462 0.06
H -2.5009 -1.0749 -0.3721 -0.1129 0.1661 -0.0155 0.08
H 2.8651 -1.6615 -2.0759 -0.1894 0.9045 0.6164 0.11
H 5.0817 -1.0963 -1.0880 -0.7011 0.6353 0.2950 0.09
H 5.3498 1.0033 0.4876 -0.8884 -0.5561 -0.5904 0.09
H 3.2595 2.4352 1.0283 0.1479 -1.0591 -0.6480 0.10
H 1.0662 1.8352 0.0400 0.5589 -0.7119 -0.2875 0.09
```
Forces are in eV/Å.

Total charge: -1
Orbital gap: 7.96 eV
HOMO energy: -5.011 eV

***

# 4
Below is a cluster of 2 separate species, C9H9BrCl2F2 in total in a non-equilibrium geometry, with properties calculated with ωB97M-V/def2-TZVPD.

XYZ file:
```
23
Properties=species:S:1:pos:R:3:forces:R:3:lowdin_charge:R:1
C -2.7719 -1.7759 0.6612 -0.3167 -1.1747 1.7615 -0.08
C -3.4244 -0.7170 0.0069 0.0804 0.7332 -1.2039 -0.13
C -1.4783 -2.2602 0.2214 -1.0747 0.3243 -0.4364 -0.12
C -2.8721 -0.1660 -1.1574 -1.7451 -0.9937 2.3757 -0.66
C -1.6200 -0.6494 -1.7212 1.9622 1.2335 4.1718 -0.24
C -0.8989 -1.7424 -0.8959 -2.4070 1.2041 -0.0155 -0.67
C 2.3928 1.6403 1.2944 -0.2136 -1.0069 -1.8890 -0.01
C 2.2154 0.1747 -0.7199 -3.0938 1.2877 2.0177 -0.56
C 1.9381 0.2822 0.7830 -1.5570 -0.4162 -0.1650 -0.61
F 0.5971 -0.0367 1.1443 1.2386 0.8358 -0.7851 0.01
F 2.6341 -0.7128 1.4092 0.3971 0.1812 -0.2584 0.06
Cl -3.6399 1.0725 -2.0899 -0.0520 -0.1090 0.3027 0.68
Cl 0.6265 -2.0926 -1.4857 0.9072 -0.8467 -0.2868 0.80
Br 1.7136 1.5902 -1.8005 -0.2980 0.1223 -0.2670 0.79
H -3.2909 -2.2743 1.6162 1.3651 1.2293 -2.3828 0.14
H -4.3854 -0.3591 0.3927 0.4271 -0.0658 -0.2459 0.10
H -1.0667 -3.1009 0.7457 0.4749 -0.0416 0.2027 0.10
H -1.8223 -0.8689 -2.6736 -0.1681 -1.3777 -4.0406 0.07
H -0.9913 0.2640 -1.7272 0.3187 -0.4388 -0.2880 0.09
H 1.6570 2.4070 1.2991 -0.9249 0.4824 -0.8166 0.08
H 3.1682 1.8416 0.5236 0.1922 0.6856 1.5834 0.08
H 2.5811 1.5441 2.3149 1.4327 -0.2583 1.5774 0.07
H 3.1193 -0.1916 -0.9487 3.0547 -1.5898 -0.9117 0.01
```
Forces are in eV/Å.

Total charge: 0
Orbital gap (alpha / beta): 6.35 / 8.24 eV
HOMO energy (alpha / beta): -6.955 / -8.613 eV

***

# 5
Below is a structure of composition C9H9BrLaN2S in a non-equilibrium geometry, with properties calculated with ωB97M-V/def2-TZVPD.

XYZ file:
```
23
Properties=species:S:1:pos:R:3:forces:R:3:lowdin_charge:R:1
C 2.0327 -1.2990 0.8742 -0.0588 0.8262 0.5161 -0.03
C 2.4811 -0.1025 -0.0072 -0.5440 0.1789 -1.4871 -0.20
C 1.3485 0.2232 -1.0812 -0.1870 -1.5644 1.4109 -0.21
C -0.0667 0.1741 -0.5194 0.1386 2.5572 0.0489 -0.24
C -0.6636 1.4372 -0.0498 1.1515 -1.4197 -0.9429 -0.08
C -1.9574 1.4279 0.4343 -0.9364 1.5749 0.4954 -0.57
Br -2.7743 3.0199 1.0024 0.4028 -0.4325 -0.2022 0.97
C -2.7116 0.2391 0.4935 0.7002 0.5186 -0.1736 -0.42
N -3.9771 0.1466 0.9127 0.2462 -1.2685 -0.3090 -0.16
S -4.3219 -1.4157 0.7206 -0.1592 0.0230 0.0985 1.22
N -2.9366 -2.0076 0.1280 -0.3619 0.3139 0.1767 -0.14
C -2.1119 -0.9715 0.0421 -0.1366 0.2806 0.1846 -0.32
C -0.7766 -0.9653 -0.4589 0.1126 -1.2040 -0.4650 0.06
H 2.9227 -1.7111 1.3567 -0.2582 -0.0308 -0.0254 0.11
H 1.5027 -2.0656 0.3039 0.4430 0.0829 -0.0835 0.09
H 1.3311 -0.9192 1.6244 0.2305 -0.2770 0.0283 0.10
H 2.6480 0.8294 0.5850 0.1910 -0.4781 0.2887 0.10
H 3.3932 -0.4047 -0.5406 -0.0312 0.4045 0.1233 0.12
H 1.4533 -0.3726 -2.0010 0.0374 0.1529 0.1590 0.16
H 1.4731 1.2920 -1.4106 -1.7541 -3.2100 -0.2863 -0.17
H -0.1323 2.4115 -0.0540 0.0535 -0.2281 0.1509 0.03
H -0.3265 -1.8947 -0.8044 -0.3453 0.0660 -0.0159 0.15
La 2.1702 2.9287 -1.5508 1.0655 3.1333 0.3096 2.43
```
Forces are in eV/Å.

Total charge: +3
Orbital gap: 3.48 eV
HOMO energy: -18.236 eV

***

# 6
Below is a structure of composition C9H9Cl3F3N2NiO8S, with properties calculated with ωB97M-V/def2-TZVPD.

XYZ file:
```
36
Properties=species:S:1:pos:R:3:forces:R:3:lowdin_charge:R:1
Ni -0.6719 -0.3856 0.2477 -0.0609 0.2606 0.0528 0.71
O -2.0979 1.4078 -1.4280 0.0026 -0.0780 0.0595 -0.07
C -1.7404 2.6036 -0.7658 -0.0045 0.0592 -0.0072 -0.22
C -0.2943 2.5830 -0.3204 -0.0302 -0.0337 -0.0446 -0.15
N -0.0048 1.5467 0.6734 0.0435 -0.0063 0.1581 -0.21
C -0.6786 1.7924 1.9571 -0.0380 -0.0041 -0.0016 -0.08
C -2.0956 1.1630 2.0038 0.0679 0.0092 0.0538 -0.65
O -2.9178 1.6882 2.7418 -0.0306 0.0102 -0.0149 0.02
O -2.2604 0.1195 1.2790 0.0162 -0.0113 0.0124 -0.07
C 1.4459 1.3231 0.7253 0.0028 0.0681 -0.1155 -0.09
C 1.8700 0.4669 -0.4851 0.1021 -0.3206 0.2464 -0.64
O 2.9901 0.6014 -0.9529 -0.0294 0.1023 -0.0795 0.02
O 0.9817 -0.3878 -0.8644 -0.0405 0.0834 -0.0927 -0.16
H -1.4927 1.2466 -2.1602 0.0020 0.0162 -0.0425 0.07
H -2.4169 2.6907 0.0843 -0.0179 0.0238 -0.0207 0.12
H -1.8960 3.4802 -1.4072 -0.0011 -0.0179 -0.0025 0.12
H -0.0055 3.5671 0.0747 -0.0209 -0.0004 0.0208 0.13
H 0.3333 2.3866 -1.1961 0.0177 0.0209 0.0233 0.13
H -0.7474 2.8598 2.1831 -0.0027 0.0024 0.0199 0.13
H -0.1071 1.3015 2.7454 0.0136 0.0202 -0.0068 0.12
H 1.6870 0.7592 1.6263 -0.0001 0.0033 -0.0297 0.12
H 2.0111 2.2588 0.7226 0.0063 0.0269 0.0324 0.13
F 2.2643 -2.7271 0.5307 -0.0147 -0.0189 0.0282 0.11
C 1.5172 -3.4131 1.3937 0.0250 0.1152 0.0011 -0.67
F 1.3146 -4.6369 0.8948 -0.0255 -0.0647 -0.0353 0.12
F 2.2098 -3.5388 2.5319 -0.0012 -0.0054 0.0263 0.13
S -0.0904 -2.5734 1.7228 0.0592 -0.0058 0.1469 0.54
O 0.3125 -1.1940 2.0402 -0.0358 -0.1001 -0.0750 -0.30
O -0.6648 -3.3438 2.7790 0.0105 -0.0056 -0.0299 -0.25
O -0.7776 -2.5742 0.4299 -0.0359 0.0217 -0.0692 -0.31
Cl 1.6510 -0.5428 -3.8818 0.0363 0.0516 -0.0392 0.66
C 0.6801 -1.9471 -3.4657 0.0621 -0.2026 -0.0386 -1.59
Cl 0.1141 -2.7417 -4.9706 0.0140 -0.0015 0.0254 0.58
Cl 1.6022 -3.1000 -2.5052 -0.0724 0.0805 -0.0658 0.67
C -0.5221 -1.5327 -2.7417 -0.0787 0.0908 0.0019 -0.38
N -1.5024 -1.2070 -2.2423 0.0591 -0.1896 -0.0980 0.22
```
Forces are in eV/Å.

Total charge: -1
Orbital gap (alpha / beta): 8.53 / 8.66 eV
Multiplicity: 3
HOMO energy (alpha / beta): -6.173 / -6.305 eV

***

# 7
Below is an isolated molecule of C9H9ClN2O2 in a non-equilibrium geometry, with properties calculated with ωB97M-V/def2-TZVPD.

XYZ file:
```
23
Properties=species:S:1:pos:R:3:forces:R:3:lowdin_charge:R:1
C -1.7228 1.3121 -0.0173 0.1764 0.2418 1.4817 0.01
C -0.2698 1.0113 -0.4568 -2.1271 -0.8060 -1.0462 -0.47
C 0.5742 2.1759 -0.5418 2.4089 0.2792 0.3670 -0.04
N -0.3577 0.3946 -1.8685 0.6950 0.7141 2.4679 -0.40
Cl -0.8514 1.4232 -3.1294 0.1570 -1.2400 0.4340 0.79
C -0.1203 -0.9641 -1.8165 -1.5899 1.2399 -2.8277 -0.44
O -0.2734 -1.6682 -2.7891 0.5755 -0.8036 0.8234 0.09
C 0.1965 -1.2290 -0.4123 0.8512 -3.1565 0.1879 -0.16
C 0.4738 -2.4648 0.1018 -0.8039 -0.9296 -1.5120 0.00
C 0.7753 -2.5545 1.4897 0.6126 0.0892 0.4323 -0.05
C 0.8729 -1.3879 2.2193 0.3367 -1.0113 -0.4229 0.03
C 0.6699 -0.0640 1.6317 0.3895 -0.2297 0.7272 -0.43
O 0.8480 1.0179 2.1679 -0.2678 -0.0441 0.2033 0.06
N 0.2680 -0.1280 0.3100 -0.6337 1.5771 -0.5417 0.10
H -2.2890 0.6870 -0.6776 -0.9802 -0.1402 -0.0612 0.06
H -1.9573 2.4045 -0.2001 0.0895 -1.3955 0.4444 0.10
H -1.9208 0.9655 1.0766 0.4024 1.0035 -1.8853 0.13
H 0.2334 3.0090 -0.0273 -0.8138 1.3735 1.2866 0.08
H 0.6885 2.4953 -1.5468 0.3622 0.1661 -0.8873 0.05
H 1.5198 1.9044 -0.0963 0.5763 0.3124 -0.2101 0.10
H 0.3472 -3.3125 -0.6393 0.4020 0.9376 1.3191 0.14
H 1.0485 -3.5325 1.9904 -0.5472 1.2659 -0.7899 0.13
H 1.2467 -1.4952 3.2315 -0.2717 0.5561 0.0095 0.11
```
Forces are in eV/Å.

SMILES string: CC1(C)N(Cl)C(=O)c2cccc(=O)n21
Total charge: 0
Orbital gap: 8.54 eV
HOMO energy: -8.818 eV

***

# 8
Below is a cluster of 3 separate species, C9H9F3O9 in total in a non-equilibrium geometry, with properties calculated with ωB97M-V/def2-TZVPD.

XYZ file:
```
30
Properties=species:S:1:pos:R:3:forces:R:3:lowdin_charge:R:1
O -11.3971 0.5615 -8.7059 -7.6644 4.3946 2.0544 0.09
C -11.8031 1.7295 -8.5917 1.8186 -1.3837 -2.7403 -0.44
O -11.4416 2.6838 -7.7277 1.7240 -1.1702 1.8610 0.10
C -12.1314 3.8468 -8.0000 -2.4620 2.0716 -0.8810 -0.08
C -12.4517 3.8172 -9.5241 -0.5940 -3.9347 5.5024 -0.30
F -11.4823 4.3933 -10.1849 1.5016 0.4736 -1.3211 0.14
O -12.4089 2.3749 -9.5991 -1.0010 -0.6750 -2.3311 0.14
H -13.0529 3.7888 -7.4207 -0.3002 0.1726 -0.1231 0.14
H -11.7401 4.8462 -7.8095 1.2459 -0.6203 0.6263 0.14
H -13.4399 4.1588 -9.8322 1.1682 -1.4156 1.4558 0.14
O -13.0616 3.6406 -12.5780 -0.2125 2.6382 -0.1976 0.21
C -13.3403 4.7737 -12.2664 -0.4258 -2.1994 -4.3541 -0.47
O -13.6272 5.9039 -13.0840 0.9582 -1.9905 1.1549 0.08
C -13.6209 7.0022 -12.1704 0.7129 0.8979 -0.9680 -0.07
C -14.0830 6.3194 -10.9022 -0.6851 3.6118 -0.7460 -0.27
F -15.4780 6.4611 -11.0341 0.5341 -1.2926 0.9152 0.04
O -13.5846 5.0702 -11.0231 -2.4823 2.4153 -0.2636 0.03
H -12.6361 7.4662 -12.2252 0.3670 -0.3381 0.7155 0.14
H -14.2664 7.8155 -12.5019 -0.5021 -0.5287 0.0564 0.14
H -13.7842 6.7944 -9.9677 -0.1200 -0.3093 0.0727 0.18
O -7.5554 -2.1962 -10.4159 0.0274 -0.3302 0.3383 0.18
C -7.9311 -1.3210 -9.7094 1.1433 -0.3612 -2.1648 -0.53
O -7.1175 -0.2684 -9.3393 -1.5046 -1.2827 0.4719 0.10
C -7.9324 0.3717 -8.3862 1.1854 2.3569 1.6981 -0.11
C -9.3203 0.0917 -8.7644 1.3331 0.1060 0.0896 -0.35
F -9.6746 0.9737 -9.7678 1.7657 0.4152 -1.1243 0.05
O -9.2195 -1.1669 -9.3266 0.3524 -0.4980 0.0793 0.17
H -7.7310 0.0638 -7.3602 0.1520 -0.6241 -0.0051 0.14
H -7.7249 1.4414 -8.3586 -0.0251 0.0458 -0.3973 0.14
H -10.1401 0.1535 -8.0487 1.9892 -0.6451 0.5253 0.12
```
Forces are in eV/Å.

SMILES string: O=C1OC[C@@H](F)O1.O=C1OC[C@@H](F)O1.O=C1OC[C@@H](F)O1
Total charge: 0
Orbital gap: 10.40 eV
HOMO energy: -10.401 eV